Density functional theory data (ωB97M-V/def2-TZVPD) for a molecular structure, C48H43CuN2O7P2S.

CARTESIAN COORDINATES (ANGSTROEM)
Cu (-0.194, 1.231, 0.024)
C (-2.006, 5.742, 5.443)
C (-1.236, 5.285, 4.231)
C (-1.654, 4.185, 3.495)
C (-0.935, 3.735, 2.395)
C (0.204, 4.418, 2.005)
C (0.621, 5.544, 2.713)
C (-0.097, 5.972, 3.814)
S (1.405, 3.811, 0.816)
O (2.318, 3.069, 1.656)
O (1.934, 4.984, 0.157)
N (0.794, 2.810, -0.284)
C (-0.008, 3.488, -1.328)
C (-1.498, 3.397, -0.983)
O (-2.298, 4.223, -1.381)
O (-1.787, 2.360, -0.251)
H (-2.575, 4.920, 5.878)
H (-2.708, 6.535, 5.175)
H (-1.334, 6.140, 6.204)
H (-2.555, 3.659, 3.789)
H (-1.283, 2.875, 1.844)
H (1.508, 6.064, 2.378)
H (0.235, 6.841, 4.371)
H (0.147, 2.966, -2.279)
H (0.313, 4.520, -1.453)
C (2.304, -3.581, 0.604)
N (3.406, -2.661, 0.294)
C (3.258, -1.566, -0.659)
P (2.171, -0.030, -0.195)
C (3.189, 1.146, -1.186)
C (4.130, 2.064, -0.731)
C (4.755, 2.920, -1.626)
C (4.479, 2.851, -2.984)
C (3.568, 1.914, -3.451)
C (2.922, 1.076, -2.555)
C (2.640, 0.108, 1.560)
C (3.962, 0.125, 1.989)
C (4.260, 0.240, 3.338)
C (3.238, 0.339, 4.271)
C (1.915, 0.314, 3.852)
C (1.620, 0.189, 2.506)
C (4.650, -3.002, 0.791)
C (4.818, -4.175, 1.549)
C (6.053, -4.527, 2.071)
C (7.176, -3.744, 1.854)
C (7.030, -2.593, 1.092)
C (5.803, -2.226, 0.568)
P (0.609, -2.888, 0.310)
C (-0.360, -4.246, 1.083)
C (-1.078, -5.225, 0.402)
C (-1.879, -6.122, 1.097)
C (-1.982, -6.047, 2.478)
C (-1.258, -5.084, 3.168)
C (-0.459, -4.190, 2.475)
C (0.416, -3.253, -1.499)
C (0.911, -4.420, -2.082)
C (0.818, -4.639, -3.449)
C (0.225, -3.687, -4.267)
C (-0.280, -2.525, -3.705)
C (-0.188, -2.313, -2.335)
H (2.305, -3.769, 1.682)
H (2.460, -4.549, 0.111)
H (2.882, -1.961, -1.608)
H (4.228, -1.130, -0.859)
H (4.326, 2.155, 0.328)
H (5.453, 3.660, -1.254)
H (4.962, 3.531, -3.674)
H (3.352, 1.844, -4.510)
H (2.178, 0.371, -2.916)
H (4.769, 0.069, 1.272)
H (5.294, 0.264, 3.660)
H (3.471, 0.437, 5.324)
H (1.112, 0.411, 4.572)
H (0.582, 0.168, 2.181)
H (3.983, -4.832, 1.737)
H (6.130, -5.436, 2.655)
H (8.139, -4.029, 2.255)
H (7.889, -1.962, 0.900)
H (5.757, -1.318, -0.013)
H (-1.048, -5.274, -0.677)
H (-2.444, -6.868, 0.551)
H (-2.635, -6.725, 3.012)
H (-1.339, -5.016, 4.246)
H (0.076, -3.414, 3.014)
H (1.375, -5.179, -1.465)
H (1.211, -5.554, -3.874)
H (0.162, -3.851, -5.336)
H (-0.752, -1.779, -4.332)
H (-0.606, -1.414, -1.909)
O (-4.471, -1.221, 2.482)
C (-4.421, -1.641, 1.209)
C (-5.449, -2.456, 0.734)
C (-5.437, -2.901, -0.573)
C (-4.406, -2.538, -1.438)
C (-3.383, -1.736, -0.968)
C (-3.368, -1.286, 0.349)
C (-2.250, -0.447, 0.861)
O (-2.314, 0.064, 1.988)
O (-1.203, -0.359, 0.111)
H (-3.696, -0.608, 2.590)
H (-6.252, -2.718, 1.412)
H (-6.241, -3.533, -0.930)
H (-4.408, -2.870, -2.468)
H (-2.572, -1.443, -1.620)

Results
Net charge ... -1
Molecular weight ... 917.4 g mol⁻¹
Energy ... -5212.62671 a.u.
E_HOMO (alpha / beta) ... -5.72 / -5.77 eV
Lowest unoccupied orbital energy (alpha / beta) ... 2.3 / 1.8 eV
2S+1 ... 2
<S²> ... 0.755
HOMO-LUMO gap (alpha / beta) ... 7.9910 / 7.5384 eV

Results of the Löwdin charge analysis, in e, for atoms 1 through 2:
1. Cu 0.55
2. C -0.06